This record from OMol25 describes a 3-piece molecular cluster, C22H53FN3O5Si overall. The level of theory is ωB97M-V with the def2-TZVPD basis set.

Geometry as XYZ:
```
85
Properties=species:S:1:pos:R:3:forces:R:3:mulliken_charge:R:1
C 0.9650 2.6032 5.4338 -0.036 -0.251 0.240 -1.10
Si 0.6868 3.9840 4.2208 -0.128 -0.201 0.141 0.10
C 1.4306 3.5284 2.5798 0.195 -0.029 -0.288 -0.70
C 1.4452 5.5427 4.8716 0.064 0.368 0.161 -1.14
C -1.2377 4.2461 3.9552 -0.338 -0.082 -0.266 1.40
C -2.0607 3.2356 4.7899 0.405 -0.133 -0.146 -0.73
C -3.5828 3.4412 4.8694 -0.632 0.484 -0.113 -0.69
C -4.4549 2.4059 4.1620 0.490 0.067 -0.005 -0.47
F -4.4181 2.6591 2.7686 0.188 0.288 -0.286 -0.34
C -1.5155 4.1044 2.4368 -0.015 -0.277 -0.053 -1.75
N -2.6420 4.9715 1.9034 -0.346 -0.344 0.384 0.19
C -2.7444 6.3625 2.4977 -0.070 0.028 -0.266 -0.67
C -1.5804 6.5610 3.4360 0.116 0.415 0.341 -0.44
O -1.6128 5.5630 4.4213 -0.078 -0.067 0.127 -0.43
H 2.0065 2.2765 5.3368 -0.103 0.004 0.090 0.44
H 0.3253 1.7237 5.2747 0.204 0.211 0.016 0.32
H 0.8197 2.9480 6.4666 0.023 -0.120 -0.194 0.36
H 1.4877 4.3830 1.8856 0.049 -0.265 0.170 0.36
H 0.8721 2.7205 2.0897 0.212 0.140 -0.040 0.01
H 2.4544 3.1732 2.7515 -0.135 0.068 -0.102 0.43
H 1.3855 6.3678 4.1529 0.032 -0.073 0.117 0.32
H 2.5112 5.3631 5.0700 -0.212 0.035 -0.027 0.37
H 0.9757 5.8713 5.8082 0.108 -0.074 -0.207 0.36
H -1.6388 3.2305 5.8009 -0.141 0.070 -0.141 0.50
H -1.8303 2.2396 4.3831 -0.084 0.118 0.094 0.27
H -3.8606 4.4334 4.4543 0.108 -0.406 0.258 0.10
H -3.8995 3.5010 5.9215 0.095 -0.134 -0.294 0.36
H -4.0747 1.3887 4.2642 -0.048 0.019 0.200 0.30
H -5.5079 2.4407 4.4372 0.102 0.120 0.154 0.34
H -0.6485 4.3494 1.8232 -0.172 0.050 0.132 0.58
H -1.8018 3.0686 2.2026 0.205 0.305 -0.011 0.17
H -2.5096 5.0546 0.9034 -0.046 -0.092 -0.246 0.43
H -3.5059 4.4405 2.0423 -0.141 0.062 0.066 0.40
H -2.7468 7.0703 1.6647 -0.003 -0.032 0.182 0.42
H -3.6952 6.4396 3.0370 0.274 -0.097 -0.116 0.30
H -1.7009 7.5268 3.9433 0.082 -0.228 -0.126 0.43
H -0.6147 6.5802 2.9108 -0.135 0.018 -0.049 0.24
C -1.2238 -3.9089 1.5572 -0.056 -0.158 0.026 -0.73
O 0.0654 -3.4492 1.2218 0.050 0.205 0.040 -0.37
C 0.4330 -3.6414 -0.1388 -0.081 -0.219 -0.029 -1.05
C 0.6505 -2.3148 -0.8176 0.071 0.122 -0.080 0.10
N -0.5962 -1.5752 -0.9286 0.007 -0.003 0.163 -0.28
C -0.4708 -0.2136 -1.4140 0.002 -0.007 -0.145 -0.90
C 0.3664 0.7654 -0.6043 0.093 0.039 0.049 -0.68
O -0.1874 1.0982 0.6645 -0.066 0.035 0.121 -0.28
C 0.0862 0.1715 1.7033 -0.195 0.081 0.042 -0.36
H -1.3188 -3.8269 2.6383 -0.033 0.007 0.007 0.26
H -2.0223 -3.3259 1.0804 0.060 0.029 -0.021 0.30
H -1.3619 -4.9568 1.2731 0.011 -0.012 0.030 0.35
H -0.3472 -4.2123 -0.6511 0.025 0.033 -0.071 0.53
H 1.3628 -4.2138 -0.1781 -0.023 -0.052 0.059 0.36
H 1.0507 -2.4931 -1.8199 0.004 0.013 -0.009 0.30
H 1.4285 -1.7841 -0.2485 -0.003 0.004 -0.035 0.11
H -1.0680 -1.5840 -0.0337 -0.020 -0.006 -0.012 0.14
H -1.4740 0.2071 -1.5210 -0.009 -0.023 -0.004 0.40
H -0.0350 -0.2504 -2.4185 -0.020 0.001 -0.020 0.42
H 0.4217 1.7027 -1.1623 0.018 0.017 0.022 0.39
H 1.3915 0.4059 -0.4607 -0.015 -0.014 -0.046 0.43
H 1.0544 -0.3173 1.5756 0.007 0.012 -0.017 0.33
H -0.6883 -0.5958 1.7802 0.076 -0.044 -0.010 0.24
H 0.0972 0.7322 2.6412 0.042 -0.044 0.036 -0.09
C 3.7496 -5.4698 -8.3044 0.038 -0.040 -0.130 -0.73
O 3.0147 -4.3549 -7.8505 0.042 0.081 0.174 -0.36
C 1.6113 -4.4444 -8.0399 -0.010 -0.152 -0.153 -0.78
C 0.8936 -4.4980 -6.7134 -0.098 0.071 0.062 -0.17
N 1.1925 -5.7311 -6.0103 0.155 0.012 -0.021 -0.26
C 0.6548 -5.8267 -4.6646 -0.053 -0.060 -0.023 -1.23
C 1.1379 -4.8186 -3.6328 -0.113 0.119 0.091 0.28
O 2.4912 -4.9591 -3.2561 0.091 -0.066 0.031 -0.41
C 3.4292 -4.3092 -4.0900 -0.002 0.071 -0.015 -0.58
H 4.8026 -5.2098 -8.2198 0.019 -0.028 0.005 0.25
H 3.5564 -6.3747 -7.7164 -0.039 0.040 0.025 0.30
H 3.5252 -5.6953 -9.3519 0.025 0.016 -0.011 0.36
H 1.3742 -5.3354 -8.6296 -0.073 0.022 0.006 0.42
H 1.2805 -3.5620 -8.5938 0.037 0.005 -0.029 0.38
H -0.1847 -4.4536 -6.8994 -0.009 0.003 0.020 0.35
H 1.1627 -3.5885 -6.1541 -0.004 -0.031 0.005 0.14
H 2.1941 -5.8736 -5.9923 -0.009 -0.005 0.009 0.13
H 0.8732 -6.8253 -4.2794 -0.009 -0.014 -0.026 0.43
H -0.4356 -5.7394 -4.7262 -0.008 -0.011 0.000 0.42
H 0.5580 -4.9813 -2.7206 -0.012 0.015 -0.003 0.05
H 0.9528 -3.7850 -3.9578 -0.028 -0.039 -0.036 0.29
H 3.0143 -3.3846 -4.5053 0.031 0.021 0.017 0.27
H 3.7612 -4.9322 -4.9257 -0.026 -0.013 0.028 0.21
H 4.2948 -4.0663 -3.4753 0.024 0.000 -0.018 0.30
```
Positions in Å, forces in eV/Å.

Computed properties:
Net charge   +1
HOMO energy   -9.857 eV
LUMO level   -2.7 eV
Gap between HOMO and LUMO   7.123 eV
Energy relative to the best compared isomer or geometry (same formula, charge and spin)   0.0 kcal per mole